No. 1
DFT (ωB97M-V with the def2-TZVPD basis set) results for a structure of composition C54H53BN13O2SeSn at a distorted geometry.

The geometry in ORCA input format:
```
! wB97M-V def2-TZVPD RIJCOSX def2/J DEFGRID3
* xyz -1 1
Sn 1.3559 0.5108 -0.9956
C 0.6616 4.8120 3.7104
C 0.3727 4.6113 2.2600
C 0.8799 5.2499 1.1552
C 0.2353 4.6171 0.0741
N -0.5929 3.6273 0.4898
N -0.4784 3.6213 1.8648
B -1.6550 3.1012 2.7478
N -1.1361 2.0047 3.6516
N -0.2339 1.1309 3.3080
C -0.1703 0.2300 4.2206
C -1.0409 0.5918 5.2767
C -1.6519 1.7030 4.8758
C -2.7931 2.3933 5.4973
C 0.6920 -0.9687 4.1171
C 0.9419 -1.8769 5.1451
C 1.8694 -2.9626 5.0027
C 2.4680 -3.1693 3.7470
C 2.1066 -2.3034 2.6892
C 1.2205 -1.2674 2.8688
N -2.7485 2.5254 1.8323
N -3.1259 1.1820 1.7386
C -4.2318 1.2132 1.0281
C -4.6197 2.5582 0.6413
C -3.6565 3.3400 1.2192
C -3.5856 4.8257 1.1907
C -4.9183 -0.0592 0.6737
C -4.2978 -1.3034 0.6744
C -5.0493 -2.5063 0.3892
C -6.3828 -2.4495 0.2016
C -7.0175 -1.2093 0.1880
C -6.3493 -0.0408 0.4386
C 0.5216 4.8361 -1.3565
C 1.8488 4.9957 -1.7808
C 2.1279 5.1495 -3.1373
C 1.1113 5.0000 -4.1247
C -0.2088 4.8511 -3.6967
C -0.4522 4.7668 -2.3536
H 0.5466 5.8794 3.9309
H 1.6501 4.5091 3.8568
H 0.0209 4.1794 4.3163
H 1.6783 6.0115 1.1340
H -2.1121 4.0761 3.3534
H -1.1790 0.1156 6.1917
H -2.5297 3.3905 5.8360
H -3.2343 1.7656 6.2485
H -3.5746 2.5620 4.7346
H 0.5053 -1.6917 6.1789
H 2.1988 -3.5477 5.8610
H 3.1153 -4.0253 3.6831
H 2.5060 -2.4239 1.6984
H 1.0172 -0.6769 2.0086
H -5.4932 2.8776 0.0965
H -4.4777 5.2141 0.7669
H -2.7733 5.0577 0.5243
H -3.5001 5.3674 2.1858
H -3.2256 -1.3247 0.8897
H -4.5444 -3.4543 0.2751
H -6.8945 -3.3673 -0.0083
H -8.0348 -1.2248 -0.0776
H -6.8199 0.9352 0.3441
H 2.6566 4.9061 -1.0256
H 3.1846 5.1940 -3.4235
H 1.3642 5.0005 -5.1859
H -1.0075 4.5559 -4.3254
H -1.4613 4.5806 -1.9573
N -0.7929 0.8093 -0.3996
C -1.7458 0.5891 -1.4490
C -2.6731 1.6505 -1.6491
C -3.6332 1.4896 -2.5968
C -3.8104 0.2646 -3.2587
C -2.9461 -0.8033 -3.0003
C -1.9158 -0.6579 -2.0545
C -0.9365 -1.7939 -1.7465
C -1.5269 -3.0395 -1.5102
C -0.6578 -4.1841 -1.3407
C 0.6742 -3.9754 -1.3309
C 1.2157 -2.6782 -1.4432
C 0.4100 -1.5557 -1.5305
H -0.8351 0.1397 0.3885
H -0.8495 1.7380 -0.0191
H -2.5765 2.5123 -0.9958
H -4.3570 2.2851 -2.7303
H -4.4917 0.0962 -4.1055
H -2.9961 -1.7657 -3.5539
H -2.5857 -3.1362 -1.6328
H -1.1175 -5.1203 -1.0946
H 1.3820 -4.7843 -1.2153
H 2.2647 -2.5990 -1.2395
O -4.2111 -0.7006 3.8828
H -4.1598 -0.8223 2.9508
H -3.4955 -0.0674 3.9804
O 3.4442 1.0813 3.8354
H 2.6438 1.4137 3.3349
H 3.3161 0.1771 4.1201
Se 0.6810 1.5209 -3.4890
C 2.1586 2.0064 -4.3173
N 3.1639 2.3116 -4.8386
C 3.6764 -1.0716 -4.4373
C 4.2032 -1.1440 -3.1010
N 3.8030 -0.4738 -2.0766
C 4.6282 -0.7664 -1.0209
C 5.4960 -1.7439 -1.4053
N 5.2032 -1.9771 -2.7424
C 5.8409 -2.9948 -3.4843
N 5.0448 -4.1540 -3.6797
N 4.9701 -4.6640 -4.9057
N 4.3573 -5.8173 -4.8607
C 4.0491 -6.1211 -3.6112
C 3.4467 -7.3515 -3.0887
C 3.3802 -7.2940 -1.7041
C 3.7354 -6.1771 -0.8698
C 4.2406 -5.0434 -1.4474
C 4.4434 -5.0474 -2.8220
H 2.5683 -1.1931 -4.3848
H 4.0300 -1.8815 -5.0650
H 3.8310 -0.1360 -4.8775
H 4.6956 -0.2607 -0.0762
H 6.4509 -2.2179 -1.0074
H 6.7894 -3.1966 -2.9181
H 6.1765 -2.6383 -4.4587
H 3.1867 -8.2142 -3.6475
H 2.9824 -8.2151 -1.2010
H 3.7269 -6.2497 0.2395
H 4.4053 -4.1303 -0.8807
*
```

Output
E_HOMO in eV: -5.4
LUMO level in eV: 1.66
Orbital gap in eV: 7.09

***

No. 2
DFT (ωB97M-V with the def2-TZVPD basis set) results for a structure of composition C54H54BrFN9O4RhSb.

The geometry in ORCA input format:
```
! wB97M-V def2-TZVPD RIJCOSX def2/J DEFGRID3
* xyz 3 5
Rh 0.3356 -0.2728 1.0500
O -0.7962 -2.5386 6.8389
C -0.6534 -2.0083 5.6298
C -1.2873 -0.8365 5.2103
C -1.0632 -0.3872 3.9332
N -0.2486 -1.0266 3.0701
C 0.3364 -2.1565 3.4927
Br 1.3987 -3.0212 2.2026
C 0.1812 -2.6943 4.7411
H -1.4033 -2.0292 7.3918
H -1.9539 -0.2931 5.8665
H -1.5427 0.4977 3.5413
H 0.6632 -3.6141 5.0369
F 4.7405 4.8777 -0.7153
C 3.4094 5.0369 -0.5800
C 2.6661 3.9461 -0.2530
C 1.2874 4.0597 -0.0426
C 0.4950 2.8902 0.3053
O 1.0762 1.7686 0.3774
C -0.8877 3.1065 0.4963
C -1.4002 4.3680 0.3174
N -0.6749 5.4485 0.0140
C -1.3342 6.7307 -0.1817
C -1.1047 7.8261 0.8196
C -2.4294 7.1286 0.7536
C 0.6980 5.3197 -0.1861
C 1.4730 6.4262 -0.5552
C 2.8414 6.3223 -0.7535
N 3.5890 7.4525 -1.1195
C 3.2719 8.7531 -0.5504
C 3.1816 9.7833 -1.6723
N 4.2121 9.4316 -2.7307
C 5.4026 8.7474 -2.1170
C 4.9724 7.3750 -1.5970
C -1.8621 2.0523 0.9009
O -3.0539 2.2710 0.8893
O -1.3406 0.9462 1.3826
H 3.1470 2.9832 -0.1432
H -2.4663 4.5165 0.4260
H -1.4361 6.9967 -1.2264
H -1.0318 8.8393 0.4493
H -0.4750 7.5954 1.6687
H -3.2743 7.6462 0.3246
H -2.6730 6.4639 1.5704
H 0.9782 7.3724 -0.7086
H 4.0296 9.0457 0.1837
H 2.3256 8.7345 -0.0191
H 3.4008 10.7917 -1.3270
H 2.2142 9.7762 -2.1695
H 4.4997 10.2718 -3.2343
H 3.7892 8.8076 -3.4194
H 5.7609 9.4130 -1.3350
H 6.1776 8.6554 -2.8740
H 5.6853 7.0773 -0.8254
H 5.0344 6.6471 -2.4038
C 3.2682 0.4565 2.7567
C 3.4108 -0.1134 1.3917
N 2.4244 -0.4469 0.5759
C 2.9941 -0.9196 -0.5908
C 4.3398 -0.8615 -0.4727
N 4.5900 -0.3440 0.7806
C 5.9356 -0.2503 1.3602
N 6.5806 -1.5163 1.3555
N 7.5957 -1.7220 0.4537
N 7.9904 -2.9249 0.5343
C 7.2332 -3.5736 1.4994
C 7.2926 -4.8972 1.9418
C 6.3972 -5.2697 2.9167
C 5.4633 -4.3518 3.4438
C 5.3982 -3.0433 3.0151
C 6.3174 -2.6758 2.0274
H 2.2153 0.6002 2.9940
H 3.7559 1.4294 2.8304
H 3.7011 -0.1968 3.5160
H 2.4018 -1.2687 -1.4189
H 5.1362 -1.1507 -1.1373
H 5.8522 0.1681 2.3619
H 6.5454 0.4049 0.7413
H 8.0160 -5.5877 1.5311
H 6.4089 -6.2820 3.2957
H 4.7848 -4.6882 4.2170
H 4.6825 -2.3505 3.4381
C -4.2953 -4.3697 -0.0318
C -4.5445 -3.1000 0.7416
C -5.7673 -3.0186 1.4086
C -6.1527 -1.9000 2.1276
C -5.3134 -0.8003 2.1924
C -4.0870 -0.8414 1.5531
C -3.6987 -1.9794 0.8377
Sb -1.8374 -1.7219 -0.1339
C -0.9718 -3.5764 -0.5704
C -1.0899 -4.5353 0.4376
C -0.4949 -5.7754 0.2938
C 0.2364 -6.0448 -0.8551
C 0.3783 -5.0788 -1.8409
C -0.2083 -3.8210 -1.7198
C -0.0201 -2.8074 -2.8162
C -2.1079 -0.4700 -1.8038
C -1.2174 0.5936 -1.9440
C -1.3433 1.4807 -2.9992
C -2.3759 1.3052 -3.9097
C -3.2560 0.2450 -3.7678
C -3.1429 -0.6683 -2.7208
C -4.1048 -1.8184 -2.6225
H -5.2218 -4.6906 -0.5070
H -3.9807 -5.1785 0.6293
H -3.5445 -4.2714 -0.8076
H -6.4417 -3.8640 1.3419
H -7.1156 -1.8867 2.6207
H -5.6088 0.0945 2.7238
H -3.4531 0.0326 1.5926
H -1.6595 -4.3196 1.3355
H -0.5994 -6.5249 1.0667
H 0.7025 -7.0126 -0.9848
H 0.9550 -5.3048 -2.7294
H 0.7463 -3.1378 -3.5148
H 0.2810 -1.8317 -2.4261
H -0.9391 -2.6448 -3.3826
H -0.4043 0.7454 -1.2399
H -0.6410 2.2968 -3.1112
H -2.4924 1.9886 -4.7403
H -4.0491 0.1087 -4.4928
H -4.6277 -1.9680 -3.5651
H -4.8523 -1.6428 -1.8462
H -3.5891 -2.7516 -2.3877
*
```

Output
E_HOMO (alpha / beta) in eV: -14.0 / -14.0
LUMO level (alpha / beta) in eV: -6.47 / -8.67
ΔE to the lowest compared entry with this formula, charge and spin in kcal per mole: 8.0
Orbital gap (alpha / beta) in eV: 7.52 / 5.33

***

No. 3
DFT (ωB97M-V with the def2-TZVPD basis set) results for a structure of composition C54H55InN3O4PS3.

The geometry in ORCA input format:
```
! wB97M-V def2-TZVPD RIJCOSX def2/J DEFGRID3
* xyz -2 1
In -0.0150 -0.4121 0.0779
C 3.2625 -3.1741 4.9907
C 2.9256 -3.2833 3.5168
C 3.5018 -4.5548 2.8982
O 3.4217 -2.1404 2.8745
C 2.5430 -1.8694 1.7774
C 1.1538 -2.2685 2.3538
O 1.5248 -3.2789 3.3089
C 0.1780 -1.2172 2.9675
O 0.2027 -0.0733 2.1823
C -1.2580 -1.8153 3.0128
C -2.3228 -0.9150 3.0470
C -3.6332 -1.3607 3.1012
C -3.9072 -2.7255 3.1219
C -2.8558 -3.6278 3.0893
C -1.5405 -3.1779 3.0397
C 0.5671 -0.8609 4.4303
C 0.3188 -1.7121 5.5116
C 0.6683 -1.3457 6.8051
C 1.2761 -0.1183 7.0500
C 1.5100 0.7424 5.9860
C 1.1472 0.3765 4.6917
C 2.9093 -0.5368 1.0648
O 2.0643 -0.3387 -0.0307
C 2.9972 0.6969 1.9963
C 3.9015 0.7454 3.0594
C 4.0344 1.8943 3.8304
C 3.2860 3.0280 3.5379
C 2.4024 2.9966 2.4649
C 2.2640 1.8420 1.7055
C 4.3506 -0.6887 0.4804
C 5.2019 -1.7664 0.7096
C 6.4650 -1.8165 0.1199
C 6.8971 -0.7910 -0.7052
C 6.0532 0.2932 -0.9371
C 4.7988 0.3378 -0.3529
H 4.3508 -3.1693 5.1040
H 2.8404 -4.0242 5.5315
H 2.8528 -2.2478 5.3955
H 4.5787 -4.6047 3.0799
H 3.3107 -4.5702 1.8222
H 3.0138 -5.4226 3.3456
H 2.7197 -2.6131 0.9902
H 0.6026 -2.7699 1.5534
H -2.0970 0.1455 3.0059
H -4.4467 -0.6431 3.1069
H -4.9320 -3.0806 3.1416
H -3.0549 -4.6934 3.0769
H -0.7364 -3.9046 2.9910
H -0.1541 -2.6699 5.3422
H 0.4658 -2.0250 7.6277
H 1.5562 0.1628 8.0602
H 1.9780 1.7080 6.1546
H 1.3061 1.0505 3.8601
H 4.4998 -0.1259 3.2900
H 4.7365 1.9072 4.6583
H 3.3966 3.9266 4.1345
H 1.8068 3.8726 2.2239
H 1.5615 1.8106 0.8853
H 4.8979 -2.5696 1.3685
H 7.1108 -2.6675 0.3130
H 7.8714 -0.8404 -1.1795
H 6.3591 1.0925 -1.6021
H 4.1343 1.1686 -0.5609
N -1.4673 -1.7728 -0.3961
C -1.0821 -3.0429 -0.6083
C 0.2474 -3.5407 -0.8620
C 0.5295 -4.8932 -0.9816
C -0.4689 -5.8647 -0.8994
C -1.7855 -5.4193 -0.7080
C -2.0905 -4.0800 -0.5790
H 1.0520 -2.8109 -0.9614
H 1.5559 -5.1987 -1.1609
H -0.2344 -6.9181 -0.9856
H -2.5893 -6.1491 -0.6413
H -3.1130 -3.7585 -0.4122
C -2.6560 1.1771 -2.2770
N -1.8265 2.3879 -2.3875
C -1.8553 3.0609 -3.6728
C -1.0200 2.7457 -1.3839
S -1.2595 2.0532 0.1686
N -0.0861 3.7175 -1.6145
C 0.5980 4.3561 -0.4897
C 0.7647 3.7147 -2.8188
H -3.1200 1.0017 -3.2472
H -3.4267 1.3051 -1.5187
H -2.0628 0.3000 -2.0081
H -2.8896 3.1040 -4.0147
H -1.2600 2.5234 -4.4164
H -1.4839 4.0772 -3.5791
H -0.0585 4.4377 0.3671
H 0.9056 5.3520 -0.8163
H 1.4890 3.7953 -0.1965
H 0.4847 2.9273 -3.5035
H 1.7938 3.5016 -2.5312
H 0.7328 4.6902 -3.3180
S 3.3228 1.2685 -4.1823
P 1.8378 -0.0375 -4.2005
S 0.2542 0.1967 -3.0076
C 1.1848 -0.0903 -5.9387
C 2.0760 0.0125 -7.0063
C 1.6122 0.0554 -8.3147
C 0.2468 0.0058 -8.5754
C -0.6480 -0.1073 -7.5201
C -0.1804 -0.1579 -6.2082
C 2.4462 -1.7491 -4.0133
C 3.7430 -2.0043 -3.5919
C 4.1793 -3.3193 -3.4537
C 3.3212 -4.3721 -3.7375
C 2.0158 -4.1169 -4.1440
C 1.5775 -2.8083 -4.2767
H 3.1374 0.0808 -6.7963
H 2.3176 0.1364 -9.1352
H -0.1160 0.0601 -9.5966
H -1.7143 -0.1553 -7.7151
H -0.8679 -0.2468 -5.3734
H 4.3997 -1.1725 -3.3727
H 5.1903 -3.5159 -3.1168
H 3.6581 -5.3969 -3.6180
H 1.3322 -4.9381 -4.3258
H 0.5507 -2.6013 -4.5567
*
```

Output
E_HOMO in eV: -0.8
LUMO level in eV: 4.02
Orbital gap in eV: 4.78